[1]
Here is C50H35Cl3N2O8P2SiTa as an isolated structure from the OMol25 dataset. Energies are from wB97M-V/def2-TZVPD.

XYZ file:
```
102
Properties=species:S:1:pos:R:3:lowdin_charge:R:1
C -20.727 -2.196 7.460 -0.038
H -17.637 -0.996 10.840 0.113
N -16.981 -3.733 12.363 -0.320
C -17.459 -10.761 6.098 -0.055
C -23.469 -7.021 10.589 -0.082
H -16.509 -12.058 9.112 0.122
H -14.175 -8.043 10.970 0.154
C -21.574 -10.818 12.357 -0.068
C -16.689 -11.527 7.041 -0.019
H -20.323 -1.689 8.379 0.109
C -17.338 -3.880 5.126 -0.073
H -17.174 -10.689 5.060 0.108
C -21.648 -2.203 5.212 -0.047
O -12.214 -5.698 13.291 0.095
C -22.033 -3.534 5.344 -0.074
C -22.581 -9.863 5.412 -0.108
C -23.500 -8.908 5.406 -0.070
C -16.733 -5.879 11.151 -0.220
C -21.120 -9.565 12.394 -0.097
P -20.686 -4.384 9.123 1.025
H -21.224 -6.732 13.375 0.061
C -24.714 -5.096 9.778 -0.033
H -18.364 -10.605 9.851 0.127
C -19.031 -2.554 10.179 -0.148
C -18.874 -5.476 6.010 -0.394
C -22.269 -5.157 9.710 -0.374
Cl -20.840 -6.618 4.495 0.835
N -12.935 -6.599 12.890 -0.352
C -19.094 -4.801 3.736 -0.160
C -16.016 -7.043 10.842 -0.042
H -22.770 -10.752 4.874 0.106
C -23.467 -4.482 9.455 -0.071
H -21.617 -0.665 12.329 0.130
C -18.857 -9.995 7.893 -0.365
H -22.298 -2.501 10.705 0.078
Ta -18.985 -6.466 9.009 1.508
O -17.882 -5.669 10.507 -0.316
H -20.918 -10.811 6.412 0.105
H -24.305 -8.900 4.637 0.131
C -21.307 -2.222 10.862 -0.083
H -25.691 -4.679 9.551 0.110
C -20.876 -8.888 11.182 -0.302
C -23.361 -7.822 6.333 -0.085
H -19.375 -4.943 2.696 0.118
C -18.082 -3.913 3.890 -0.633
C -20.353 -2.992 10.201 -0.381
H -18.297 -3.127 9.619 0.056
C -20.444 -6.273 12.692 -0.183
C -16.168 -4.932 12.037 -0.042
H -25.601 -6.940 10.533 0.130
H -19.495 -6.607 13.170 0.055
C -18.625 -1.434 10.896 -0.078
C -21.021 -3.624 7.542 -0.357
Si -20.645 -7.068 11.050 0.549
C -21.456 -8.916 7.292 -0.330
C -19.496 -5.586 4.774 -0.572
O -15.962 -9.106 9.720 0.170
H -23.509 -7.973 11.114 0.113
C -21.343 -11.003 9.969 -0.069
C -22.411 -7.835 7.325 -0.099
C -17.804 -4.631 6.140 -0.552
H -22.004 -12.642 11.294 0.127
H -23.418 -3.432 9.114 0.116
C -21.651 -11.596 11.143 -0.046
Cl -17.645 -2.975 2.506 0.717
H -21.325 -11.540 9.022 0.116
H -15.862 -12.206 6.758 0.118
H -21.106 -9.033 13.371 0.121
H -16.574 -3.141 5.342 0.120
C -14.220 -6.280 12.230 -0.099
H -21.849 -11.303 13.292 0.115
O -19.253 -6.232 7.084 -0.357
C -18.469 -9.986 6.548 -0.112
H -22.343 -7.050 8.062 0.064
O -17.497 -7.702 8.985 -0.255
C -19.536 -0.829 11.742 -0.032
O -16.340 -2.757 12.593 0.128
H -19.003 -9.337 5.854 0.110
C -21.558 -9.951 6.349 -0.070
C -17.078 -11.472 8.385 -0.085
H -14.723 -4.407 13.350 0.146
C -14.747 -7.181 11.330 0.077
H -22.364 -4.061 4.499 0.082
C -22.237 -6.397 10.340 -0.334
H -20.591 -5.223 12.743 0.017
O -12.703 -7.770 13.057 0.104
C -20.896 -1.271 11.721 -0.051
C -21.116 -1.498 6.325 -0.051
H -21.880 -1.646 4.286 0.120
H -19.392 0.082 12.289 0.107
C -14.936 -5.155 12.601 0.099
H -24.004 -6.994 6.321 0.091
C -24.654 -6.390 10.292 -0.077
C -18.146 -10.734 8.784 -0.133
C -20.932 -9.624 9.984 -0.350
O -18.190 -3.941 12.492 0.081
Cl -17.021 -4.565 7.700 0.825
H -20.971 -0.456 6.314 0.092
C -21.767 -4.206 6.559 -0.123
H -22.004 -5.319 6.524 0.087
P -20.161 -8.916 8.528 1.038
C -16.457 -8.048 9.820 -0.458
```

Properties
Total charge: +1
Maximum force (eV/Å): 3.8
Energy relative to the best compared isomer or geometry (same formula, charge and spin) (kJ/mol): 96.7

=====

[2]
Here is a 7-piece molecular cluster, C50H35IO28 overall from the OMol25 dataset. Energies are from wB97M-V/def2-TZVPD.

XYZ file:
```
114
Properties=species:S:1:pos:R:3:lowdin_charge:R:1
C 11.102 -0.234 0.775 0.081
C -0.629 2.413 -2.811 -0.187
C -4.182 0.721 -5.254 -0.289
H -6.719 -2.933 10.164 0.118
C -9.645 3.612 -4.816 0.081
C -1.356 2.065 -1.748 0.093
H 7.892 0.289 -3.664 0.117
C 4.006 0.998 -3.900 0.083
H -9.497 3.935 -5.839 0.138
O -8.402 1.639 -5.208 0.099
C 6.828 0.492 -3.675 0.090
C 10.635 0.177 -1.606 -0.291
C -9.052 2.323 -4.426 -0.291
H 12.143 -0.518 -3.032 0.137
H 4.690 0.100 -6.821 0.117
O 13.111 -1.394 1.238 0.106
C -9.952 2.580 -2.149 0.079
C -9.266 1.851 -3.031 -0.202
H 6.149 1.414 -0.760 0.126
C -6.396 -2.319 5.884 -0.295
C 6.650 -1.037 4.120 -0.191
C 4.309 -2.620 5.030 -0.119
O -1.180 2.430 -4.079 0.053
O -1.402 1.723 0.591 0.076
H -2.398 1.783 -1.832 0.137
H 10.868 -0.174 1.831 0.139
O -5.677 -2.258 -7.618 0.106
H 2.649 1.399 3.302 0.123
H -1.888 1.122 -5.657 0.083
C -3.798 -0.954 -7.017 0.078
H 8.713 1.185 -0.668 0.078
C 0.285 -2.396 4.639 -0.019
C 11.901 -0.472 -1.977 0.077
O 7.712 -1.733 4.537 0.013
C 5.574 0.918 3.459 -0.197
O -5.748 -2.022 4.887 0.075
C 12.358 -0.905 0.403 -0.307
H -0.454 2.713 -4.676 0.124
O -1.991 0.405 -6.320 0.082
C -10.334 4.340 -3.936 -0.208
C 6.118 0.284 -4.946 -0.296
C 1.390 2.806 -1.327 0.076
O 3.031 -4.675 4.229 -0.142
H -9.598 -3.332 6.728 0.139
H -11.340 5.884 -3.486 0.117
C -10.525 3.881 -2.532 -0.306
C -1.254 -2.825 5.134 -0.062
H 1.827 -0.304 1.859 0.125
H -4.772 -2.011 7.320 0.136
H -3.340 -0.360 2.920 0.086
H -8.279 0.296 -3.487 0.098
H -0.803 0.353 2.023 0.049
C -2.623 -2.104 4.520 -0.052
C 1.987 -0.760 2.950 -0.171
C -3.316 0.017 -6.239 -0.201
H -10.114 2.250 -1.131 0.138
H -7.654 -2.402 3.885 0.117
C -6.538 -2.654 8.297 -0.205
H 1.232 -2.958 5.097 0.065
C 0.498 -1.209 3.482 -0.133
C 2.737 0.363 3.889 -0.109
H 2.238 0.544 4.931 0.136
H -1.333 -3.672 5.965 0.081
C 4.327 -0.034 3.934 -0.002
O 1.205 2.472 1.008 0.070
O -5.995 -2.643 9.568 0.084
O -3.706 1.596 -4.539 0.103
C 0.662 2.461 -0.263 -0.196
O 6.838 1.111 -1.392 0.062
H 14.303 -1.868 -0.532 0.117
H -3.178 -1.475 -7.736 0.138
C -0.763 2.052 -0.402 -0.288
C 4.712 1.182 -2.623 -0.283
O 9.117 0.907 0.183 0.075
I 5.417 -4.336 2.287 0.805
O -8.602 -3.392 9.152 0.109
O 5.303 2.232 3.395 0.015
H -6.222 0.863 -4.473 0.113
O 9.865 0.637 -2.443 0.096
H -7.515 -1.727 -6.559 0.119
C 4.659 0.581 -4.987 -0.200
C 4.097 -3.866 3.986 -0.670
C 5.024 -1.290 4.391 -0.040
H 2.428 3.104 -1.241 0.123
O -10.896 5.551 -4.296 0.080
C 6.176 0.912 -2.589 -0.185
C 10.297 0.273 -0.159 -0.200
O -7.413 -1.006 -5.899 0.070
H 2.945 1.215 -3.915 0.117
C -7.963 -3.063 8.158 -0.304
C 0.804 2.796 -2.676 -0.294
C -5.209 -1.359 -6.927 -0.304
H -3.683 -2.452 4.880 0.048
O 13.902 -1.585 -1.383 0.079
O -8.380 -2.685 4.481 0.082
C -6.082 -0.637 -5.961 -0.202
C -5.599 0.332 -5.181 0.074
O 4.003 0.408 -6.192 0.084
O 4.136 1.550 -1.604 0.096
H 2.677 -1.713 2.901 0.100
C -2.397 -0.913 3.377 -0.044
O -11.147 4.581 -1.741 0.107
O 1.452 3.093 -3.673 0.100
C -8.556 -3.050 6.812 0.079
O 6.687 -0.116 -5.956 0.114
C 12.709 -0.976 -1.042 -0.208
H 5.015 -3.004 5.903 0.150
O -8.728 0.627 -2.678 0.082
O 6.811 0.155 3.228 0.035
H 0.481 2.182 1.604 0.101
H 3.317 -2.262 5.551 0.126
C -5.810 -2.309 7.234 0.079
C -7.829 -2.702 5.749 -0.205
C -0.872 -0.482 2.859 -0.008
```

Properties
Maximum force (eV/Å): 9.4
Calculated total energy (eV): -117829.099
SMILES: O=C(I)CC1=C(CCc2ccccc2)C(=O)OC1=O.O=C1C=C(O)C(=O)C=C1O.O=C1C=C(O)C(=O)C=C1O.O=C1C=C(O)C(=O)C=C1O.O=C1C=C(O)C(=O)C=C1O.O=C1C=C(O)C(=O)C=C1O.O=C1C=C(O)C(=O)C=C1O

=====

[3]
Here is C50H38BrIrN5O4Te as an isolated structure from the OMol25 dataset. Energies are from wB97M-V/def2-TZVPD.

XYZ file:
```
100
Properties=species:S:1:pos:R:3:lowdin_charge:R:1
C -1.474 -0.307 4.429 0.058
C 2.818 3.684 -0.451 0.022
C 0.365 -3.482 1.121 -0.130
Br -6.225 3.727 -0.524 0.855
C 2.644 2.218 3.345 -0.014
H -4.524 -1.501 4.824 0.085
C -2.719 1.942 0.691 -0.076
C -2.686 -1.454 2.741 0.031
C 0.849 2.968 -3.943 -0.088
C 0.106 1.822 -4.221 -0.169
C 2.127 0.511 -4.225 -0.129
C 2.370 -1.106 -0.763 -0.179
C -5.393 -2.663 -0.831 -0.052
C -4.280 -4.495 0.255 -0.049
H -0.245 -3.417 2.019 0.113
C 1.950 -3.542 -1.066 -0.019
H -1.331 -0.013 5.462 0.138
H 4.057 -1.171 2.147 0.114
H -4.271 -5.525 0.584 0.114
H -3.362 -2.755 5.239 0.087
C 0.795 4.933 -0.222 -0.020
H -2.186 1.605 -2.515 0.095
C -2.711 1.891 -1.612 -0.109
H -0.960 1.901 -4.396 0.078
C 6.035 -0.317 -1.643 -0.679
C -2.534 -1.141 4.076 -0.241
C 2.227 2.883 -3.814 -0.075
Ir -0.218 0.741 -0.563 1.431
H 4.576 3.017 2.862 0.108
H -4.399 2.836 1.654 0.123
C -0.602 0.194 3.483 -0.070
H 2.580 -3.534 -1.945 0.129
C -4.565 2.868 -0.495 -0.675
H -2.151 -0.651 -2.536 0.071
C 0.741 0.587 -4.367 -0.568
C -0.779 -0.118 2.124 -0.301
H 2.238 3.153 3.708 0.119
C 3.656 -0.220 2.473 -0.061
H -3.525 -2.076 2.457 0.124
H -6.233 -4.626 -0.620 0.113
N 0.724 2.571 -0.498 -0.032
C -2.048 -1.424 0.346 -0.184
C 2.347 -0.136 2.922 -0.025
C -1.602 -1.451 -2.030 -0.272
H 0.516 -1.168 -2.406 -0.002
H -6.254 -2.260 -1.347 0.112
H 4.654 1.917 -1.150 0.125
H 3.943 1.589 -3.860 0.123
H 2.765 5.801 -0.174 0.127
C 4.533 -0.173 -1.282 -0.064
H 1.613 -5.655 -1.130 0.120
O 6.606 0.774 -1.787 -0.014
H 0.256 5.859 -0.085 0.120
C -5.381 -3.989 -0.420 -0.059
C 2.183 4.894 -0.274 -0.008
C -3.183 -2.361 0.089 -0.210
C -0.314 -1.757 -2.785 -0.500
H -0.973 3.736 -0.290 0.104
C 1.400 -4.727 -0.616 -0.034
O 6.397 -1.496 -1.765 -0.003
C -3.945 2.575 0.709 -0.058
N -1.353 -0.987 -0.650 -0.062
H 2.636 -0.435 -4.358 0.107
H 0.352 3.928 -3.862 0.109
Te -0.369 -1.151 -4.845 1.321
H -2.200 1.719 1.613 0.126
C 1.658 -2.359 -0.385 -0.239
C -4.295 -1.856 -0.583 -0.031
H -2.255 -2.320 -2.039 0.119
C 2.644 1.194 -0.773 -0.196
C 3.984 1.074 -1.054 0.032
H -3.321 -1.209 6.078 0.081
O 0.072 0.506 1.319 -0.200
C 4.454 0.917 2.442 -0.065
O 0.116 2.111 4.623 0.120
H -0.034 -2.804 -2.706 0.046
N 1.805 0.125 -0.689 0.039
C 0.105 3.750 -0.333 -0.087
C 3.947 2.136 2.877 -0.070
H -2.346 -4.078 1.072 0.106
H 2.811 3.775 -3.625 0.115
C 2.060 2.524 -0.568 -0.195
H 3.895 3.635 -0.486 0.128
C 2.865 1.654 -3.951 -0.062
H 1.721 -1.020 2.924 0.109
C -1.816 -0.994 1.732 -0.099
H 5.475 0.852 2.084 0.117
C 1.835 1.084 3.359 -0.156
C 0.445 1.210 3.883 -0.293
C -3.187 -3.681 0.520 -0.025
H 4.169 -2.238 -1.169 0.131
C -3.933 2.523 -1.683 -0.069
C 0.595 -4.704 0.513 -0.041
H 0.163 -5.610 0.918 0.112
H -4.301 -0.819 -0.906 0.116
N -2.107 1.594 -0.450 -0.103
C -3.487 -1.679 5.111 -0.036
C 3.705 -1.261 -1.106 0.065
N 0.869 -2.329 0.686 0.139
H -4.377 2.740 -2.643 0.121
```

Properties
Total charge: +1
Maximum force (eV/Å): 0.6
Calculated total energy (eV): -148276.981

=====

[4]
Here is C50H39AsN7O4S2Tl as an isolated structure from the OMol25 dataset. Energies are from wB97M-V/def2-TZVPD.

XYZ file:
```
104
Properties=species:S:1:pos:R:3:lowdin_charge:R:1
N -0.359 -20.149 19.230 0.137
C -3.286 -17.296 14.773 -0.075
H -0.245 -20.459 15.697 0.081
C -3.891 -9.335 20.058 -0.119
C -0.484 -15.931 23.109 0.054
H -7.879 -12.638 16.561 0.100
H -1.569 -8.806 12.299 0.090
H -5.056 -8.303 18.593 0.088
C -0.504 -15.369 13.615 -0.216
C -5.431 -20.218 13.661 -0.011
C -1.130 -19.539 18.361 -0.252
C -6.037 -19.659 12.530 -0.250
H -3.091 -15.726 18.990 0.111
C -3.692 -16.979 16.055 -0.286
H -3.094 -18.939 17.724 0.089
C -3.371 -10.795 14.339 -0.138
H -5.699 -16.682 18.678 0.095
H -4.419 -11.032 14.550 0.098
C -2.288 -20.594 20.514 -0.084
C -4.759 -17.646 12.801 -0.008
C -5.674 -14.461 14.736 -0.089
H -2.188 -12.292 19.535 0.110
H -5.794 -17.662 16.206 0.097
C 1.147 -17.691 22.724 -0.227
C 0.994 -17.640 21.375 0.006
Tl -0.546 -14.584 17.166 0.648
C 2.072 -17.709 24.657 -0.206
C -2.073 -16.773 14.182 -0.287
S 0.239 -11.675 15.913 0.336
H -4.214 -20.041 19.663 0.112
O -1.662 -14.578 20.029 -0.180
C -4.976 -17.187 16.694 -0.061
H -4.028 -19.823 15.239 0.106
C -1.846 -14.994 21.204 -0.693
H -5.649 -11.789 17.538 0.096
C -0.694 -15.876 21.723 -0.107
N -1.407 -15.617 14.570 -0.010
H -4.398 -16.716 12.371 0.129
H -4.305 -8.747 20.839 0.080
H 0.324 -9.832 13.724 0.090
H -7.782 -14.206 14.694 0.094
C -4.480 -14.025 15.258 -0.131
N -2.849 -16.339 16.984 0.041
C -3.547 -16.163 18.046 -0.161
H 0.138 -14.505 13.686 0.088
S 3.384 -17.466 17.184 0.490
C -4.505 -19.444 14.350 0.000
H -5.661 -21.229 13.928 0.110
H -6.139 -17.945 11.244 0.109
C -3.083 -9.902 13.341 -0.136
H 1.521 -18.228 20.674 0.101
N 2.215 -15.769 15.467 0.090
C -5.678 -12.508 16.718 -0.084
C -1.752 -9.527 13.101 -0.136
N 0.885 -17.390 16.278 -0.062
H -1.094 -15.320 23.780 0.129
H -0.011 -16.550 19.791 0.092
H -5.683 -15.134 13.894 0.089
C -4.214 -18.124 13.972 -0.173
C -6.850 -13.893 15.166 -0.120
C -6.838 -20.500 11.690 -0.194
H -2.663 -21.035 21.420 0.091
H -0.382 -18.898 15.002 0.057
C -3.854 -9.863 17.722 -0.119
C -3.091 -10.422 20.296 -0.095
H -4.172 -9.610 16.763 0.077
H 0.247 -16.515 11.827 0.077
H 2.822 -16.895 24.535 0.141
C 2.103 -16.823 16.289 -0.973
O 0.824 -17.078 24.833 0.004
C -1.445 -17.275 12.983 -0.091
C -2.361 -11.319 15.142 -0.419
C -1.017 -11.015 14.898 -0.771
H -2.734 -10.639 21.324 0.112
C -3.093 -10.988 17.950 -0.362
C -3.120 -19.985 19.599 -0.044
C -4.903 -16.687 17.944 -0.048
C 0.418 -16.847 23.537 -0.232
C -5.684 -18.407 12.085 -0.019
C -6.891 -12.955 16.183 -0.096
H -1.773 -19.782 15.602 0.052
C -4.489 -13.032 16.202 -0.386
N -7.444 -21.194 10.991 0.132
C -0.466 -16.386 12.621 -0.105
C -4.334 -9.079 18.763 -0.095
O 1.990 -18.492 23.487 0.016
C 0.097 -16.684 20.889 -0.011
As -2.713 -12.433 16.698 1.226
C -0.916 -20.608 20.334 -0.142
H -3.886 -9.426 12.780 0.084
C -0.440 -18.979 17.152 -0.238
H 3.085 -15.255 15.488 0.096
C -0.751 -10.076 13.841 -0.143
C -2.708 -11.294 19.267 -0.085
H 2.310 -18.332 25.524 0.132
C -0.757 -19.531 15.782 0.014
N 0.394 -18.050 17.394 0.121
H -3.548 -14.478 14.967 0.076
H -1.772 -18.143 12.411 0.100
H 1.366 -15.299 15.139 0.026
H -0.308 -21.038 21.101 0.099
C -2.490 -19.411 18.487 -0.006
H 0.166 -17.007 15.703 0.064
O -2.736 -14.724 21.997 -0.010
```

Properties
Total charge: -2
Maximum force (eV/Å): 2.8
Energy relative to the best compared isomer or geometry (same formula, charge and spin) (kJ/mol): 104.9